The following is a quantum chemistry calculation of a structure of composition C13H18F6N2O8RbS3, from the Open Molecules 2025 dataset.

XYZ file:
```
51
Properties=species:S:1:pos:R:3
Rb -0.697 -0.527 -0.930
C -0.050 2.441 1.770
O 0.594 2.500 0.519
C 1.960 2.128 0.596
C 2.373 1.518 -0.720
O 1.928 0.184 -0.699
C 2.436 -0.671 -1.711
C 2.504 -2.074 -1.143
O 1.269 -2.740 -1.349
C 0.970 -3.671 -0.321
H 0.394 3.140 2.492
H 0.008 1.434 2.196
H -1.095 2.703 1.616
H 2.113 1.374 1.377
H 2.581 3.003 0.834
H 3.466 1.551 -0.834
H 1.913 2.072 -1.549
H 3.447 -0.345 -1.989
H 1.798 -0.640 -2.606
H 2.726 -1.996 -0.073
H 3.311 -2.633 -1.638
H 1.734 -4.459 -0.263
H 0.012 -4.122 -0.576
H 0.906 -3.172 0.649
F -3.035 0.221 -0.166
C -4.051 0.145 -1.088
F -4.291 1.396 -1.482
F -5.125 -0.248 -0.367
S -3.743 -1.063 -2.560
O -2.532 -1.744 -2.072
O -4.963 -1.844 -2.479
N -3.582 -0.245 -3.829
S -1.451 0.351 -3.792
O -0.045 0.040 -4.195
O -1.494 1.160 -2.542
C -1.846 1.627 -5.089
F -0.811 2.481 -5.237
F -2.039 1.037 -6.285
F -2.920 2.377 -4.830
O 0.222 -1.498 1.933
N 0.352 -0.879 3.065
C -0.786 -0.467 3.682
C -0.787 0.231 4.860
C 0.446 0.521 5.449
C 1.591 0.087 4.830
C 1.602 -0.643 3.618
S 3.025 -1.210 2.875
H -1.674 -0.733 3.128
H -1.730 0.540 5.289
H 0.503 1.078 6.376
H 2.564 0.286 5.258
```

## Properties
2S+1 = 2
⟨S²⟩ = 0.759
ΔE to the lowest compared entry with this formula, charge and spin = 1.038 eV
LUMO (spin up / spin down) = 4.0221 / 4.0206 eV
Total charge = -2

***

The following is a quantum chemistry calculation of a structure of composition C17H39O2P3Ru, from the Open Molecules 2025 dataset.

XYZ file:
```
62
Properties=species:S:1:pos:R:3
Ru -0.729 -0.587 0.158
P -1.817 0.727 1.608
P -2.511 -1.855 -0.343
P -0.848 0.776 -1.574
H 6.878 -0.748 0.380
C 6.598 0.269 0.089
C 6.220 1.192 0.973
H 6.066 0.961 2.045
C -1.519 0.148 3.316
C -3.647 0.994 1.593
C -1.125 2.408 1.681
C -1.963 -3.214 -1.444
C -3.215 -2.739 1.110
C -4.008 -1.190 -1.180
C 0.536 1.955 -1.541
C -2.280 1.899 -1.845
C -0.642 -0.046 -3.208
H 6.749 0.570 -0.962
H 6.111 2.229 0.658
H -0.432 0.027 3.431
H -2.021 -0.817 3.475
H -1.895 0.875 4.049
H -4.156 0.036 1.783
H -3.966 1.367 0.609
H -3.973 1.716 2.361
H -0.028 2.326 1.615
H -1.376 2.929 2.623
H -1.489 3.018 0.842
H -2.809 -3.812 -1.813
H -1.282 -3.861 -0.875
H -1.423 -2.778 -2.295
H -4.219 -3.117 0.875
H -3.272 -2.059 1.974
H -2.550 -3.584 1.341
H -4.177 -1.704 -2.135
H -3.882 -0.117 -1.371
H -4.893 -1.336 -0.547
H 0.451 2.722 -2.324
H 1.459 1.380 -1.690
H 0.593 2.446 -0.561
H -1.928 2.831 -2.310
H -2.763 2.141 -0.889
H -3.002 1.420 -2.519
H -0.252 0.661 -3.952
H -1.633 -0.406 -3.525
H 0.051 -0.902 -3.116
C 2.553 -0.146 1.042
C 2.889 -1.135 0.033
C 3.505 -0.750 -1.143
C 3.820 0.593 -1.340
C 3.702 1.516 -0.281
C 3.135 1.154 0.913
O 1.644 -0.379 1.923
H 0.735 -0.852 -0.656
H 2.542 -2.153 0.229
H 3.738 -1.461 -1.956
H 4.331 0.909 -2.260
H 4.123 2.520 -0.405
H 3.018 1.834 1.745
O 0.047 -2.370 1.497
H -0.551 -2.658 2.215
H 0.786 -1.773 1.877
```

## Properties
2S+1 = 5
⟨S²⟩ = 6.051
ΔE to the lowest compared entry with this formula, charge and spin = 1.627 eV
LUMO (spin up / spin down) = -13.7903 / -15.8139 eV
Total charge = +4

***

The following is a quantum chemistry calculation of a cluster of 2 separate species, C3H11N4O in total, from the Open Molecules 2025 dataset.

XYZ file:
```
19
Properties=species:S:1:pos:R:3
C -1.435 -0.627 -1.204
C 0.792 -1.237 0.638
C 1.209 1.177 0.635
N -1.859 -0.428 -2.452
N -1.099 0.432 1.842
N -0.317 0.224 -0.862
N 0.308 0.092 0.324
O -1.869 -1.407 -0.403
H -0.012 -1.968 0.548
H 1.596 -1.514 -0.049
H 1.178 -1.256 1.656
H 0.680 2.131 0.599
H 1.604 1.058 1.642
H 2.046 1.189 -0.069
H -1.415 0.198 -3.102
H -2.628 -0.991 -2.779
H -1.838 -0.197 1.532
H -0.638 0.001 2.639
H -0.370 1.176 -1.211
```

## Properties
ΔE to the lowest compared entry with this formula, charge and spin = 4.999 eV
LUMO (spin up / spin down) = -5.7238 / -4.9662 eV
Total charge = +1

***

The following is a quantum chemistry calculation of a cluster of 7 separate species, C30H51F5N7O in total, from the Open Molecules 2025 dataset.

XYZ file:
```
94
Properties=species:S:1:pos:R:3
F -1.049 4.095 -1.117
C -1.223 3.325 0.168
F 0.144 2.880 0.631
F -1.787 4.251 1.180
C -2.184 1.997 -0.126
F -3.407 2.443 -0.892
F -2.656 1.373 1.167
C -1.276 0.970 -1.028
C -0.607 -0.278 -0.137
N 0.521 -0.817 -0.983
C 0.173 -1.165 -2.406
C -1.089 -0.373 -3.065
O -1.990 0.309 -2.130
H -0.381 1.575 -1.524
H -1.482 -1.031 0.073
H -0.156 0.177 0.855
H 0.846 -1.719 -0.521
H 1.372 -0.180 -0.944
H 0.080 -2.350 -2.517
H 1.131 -0.885 -3.062
H -0.763 0.377 -3.934
H -1.752 -1.195 -3.623
C 0.349 3.871 3.402
C 0.588 4.836 4.557
C 2.021 5.362 4.616
C 2.992 4.303 4.923
N 3.761 3.467 5.161
H 0.952 2.964 3.507
H -0.703 3.571 3.375
H 0.593 4.339 2.443
H 0.325 4.341 5.500
H -0.093 5.688 4.443
H 2.082 6.133 5.393
H 2.283 5.845 3.668
C -4.830 3.989 5.882
C -4.020 3.498 7.075
C -2.511 3.645 6.880
C -1.999 2.778 5.811
N -1.593 2.097 4.964
H -4.627 3.393 4.987
H -5.900 3.911 6.098
H -4.604 5.036 5.658
H -4.276 2.451 7.279
H -4.316 4.078 7.958
H -2.008 3.385 7.819
H -2.261 4.691 6.666
C -7.317 2.113 10.776
C -8.165 3.338 10.461
C -7.607 4.180 9.314
C -6.320 4.802 9.653
N -5.302 5.291 9.918
H -6.320 2.395 11.126
H -7.792 1.521 11.565
H -7.206 1.475 9.893
H -8.266 3.950 11.366
H -9.173 3.002 10.189
H -8.329 4.968 9.072
H -7.498 3.562 8.415
C 5.857 -3.007 -4.451
C 4.565 -2.670 -5.185
C 4.039 -1.271 -4.867
C 3.616 -1.137 -3.467
N 3.286 -1.029 -2.360
H 5.709 -3.028 -3.367
H 6.216 -3.995 -4.757
H 6.640 -2.277 -4.679
H 3.806 -3.425 -4.943
H 4.751 -2.738 -6.263
H 3.182 -1.061 -5.518
H 4.805 -0.522 -5.099
C 1.568 -5.626 -5.639
C 0.800 -6.191 -4.451
C -0.717 -6.098 -4.614
C -1.192 -4.708 -4.627
N -1.569 -3.610 -4.641
H 1.388 -4.553 -5.759
H 2.643 -5.769 -5.493
H 1.282 -6.130 -6.568
H 1.116 -5.673 -3.538
H 1.074 -7.246 -4.331
H -1.194 -6.628 -3.782
H -1.027 -6.607 -5.534
C 6.210 -3.391 -9.735
C 6.932 -4.715 -9.520
C 5.981 -5.902 -9.371
C 5.170 -5.817 -8.149
N 4.526 -5.749 -7.185
H 5.599 -3.123 -8.868
H 6.938 -2.588 -9.890
H 5.561 -3.435 -10.615
H 7.580 -4.634 -8.639
H 7.585 -4.897 -10.382
H 6.572 -6.825 -9.340
H 5.328 -5.972 -10.248
```

## Properties
LUMO = -2.6501 eV
Total charge = +1

***

The following is a quantum chemistry calculation of the ion C6H6NO6S with charge -1, from the Open Molecules 2025 dataset.

XYZ file:
```
20
Properties=species:S:1:pos:R:3
C 2.032 0.620 -0.070
C 1.728 -0.318 -0.915
C 1.186 1.248 0.910
C 0.421 -1.011 -1.005
C 0.116 0.247 1.509
C -0.609 -0.633 0.048
N -1.520 -1.455 0.545
O -1.828 -2.475 -0.128
O -2.475 1.419 0.343
O 1.380 2.384 1.350
O -2.010 -1.225 1.645
O -0.427 1.787 -0.889
O -2.200 0.456 -1.848
S -1.593 0.974 -0.664
H 2.960 1.194 -0.228
H 2.358 -0.727 -1.654
H 0.099 -0.779 -2.008
H 0.613 -2.047 -0.813
H 0.458 -0.445 2.188
H -0.689 0.785 1.684
```

## Properties
ΔE to the lowest compared entry with this formula, charge and spin = 2.744 eV
LUMO = 3.2361 eV
SMILES = O=C1C=CC[C@]([N+](=O)[O-])(S(=O)(=O)[O-])C1
Total charge = -1

***

The following is a quantum chemistry calculation of a cluster of 6 separate species, C2H14NO5 in total, from the Open Molecules 2025 dataset.

XYZ file:
```
22
Properties=species:S:1:pos:R:3
O 1.719 -1.144 -0.227
C 1.384 -0.904 0.852
C -1.224 0.642 0.982
N -1.962 0.838 -0.204
H 2.036 -0.260 1.499
H -1.521 1.331 1.753
H -1.362 -0.383 1.490
H -1.436 0.524 -1.015
H -0.149 0.732 0.862
H -2.964 0.772 -0.242
H 1.904 2.881 -0.122
H 2.888 1.775 0.258
O 2.070 2.241 0.576
H 4.655 -0.132 0.110
H 3.169 -0.351 -0.177
O 3.816 0.352 -0.016
H 0.509 -2.483 -0.899
H -0.418 -2.693 -2.057
O -0.401 -2.303 -1.163
H -5.959 -0.435 -0.469
H -5.228 0.808 -0.923
O -5.123 0.023 -0.350
```

## Properties
ΔE to the lowest compared entry with this formula, charge and spin = 6.171 eV
LUMO = -8.4421 eV
Total charge = +1

***

The following is a quantum chemistry calculation of a structure of composition C36H45CoF5IN2O3P, from the Open Molecules 2025 dataset.

XYZ file:
```
94
Properties=species:S:1:pos:R:3
Co 0.912 -0.919 2.169
C 3.309 -4.333 1.153
C 2.024 -3.606 1.497
O 2.164 -2.332 1.457
C 0.924 -4.319 1.843
C -0.388 -3.716 1.880
C -1.572 -4.647 1.755
N -0.565 -2.427 2.018
N -1.859 -1.989 1.980
C -1.905 -0.711 1.807
O -0.925 0.060 1.586
C -3.305 -0.126 1.804
C -3.519 1.221 1.675
C -4.783 1.770 1.511
C -5.886 0.928 1.510
C -5.732 -0.408 1.741
C -4.415 -0.963 1.820
H 4.135 -3.735 1.541
H 3.397 -4.499 0.057
H 3.331 -5.298 1.648
H 0.880 -5.383 1.731
H -1.278 -5.691 1.899
H -2.070 -4.589 0.794
H -2.337 -4.419 2.534
H -2.601 1.841 1.712
H -4.872 2.832 1.320
H -6.875 1.405 1.420
H -6.558 -1.109 1.735
H -4.279 -2.014 1.988
C 3.160 -0.998 -4.865
C 3.606 -1.408 -3.472
C 2.958 -0.434 -2.481
C 1.561 0.072 -2.908
C 0.892 -0.999 -3.733
C 1.660 -1.286 -5.049
P 0.651 0.378 -1.266
C 1.048 2.196 -0.936
C 2.573 2.493 -1.060
C 2.899 3.858 -0.409
C 1.728 4.839 -0.463
C 1.006 4.574 -1.799
C 0.288 3.261 -1.748
C -1.138 0.346 -1.686
C -1.758 -1.055 -1.581
C -3.270 -1.066 -1.649
C -3.851 -0.002 -2.562
C -2.852 0.463 -3.607
C -1.651 1.121 -2.916
H 3.738 -1.537 -5.662
H 3.370 0.050 -4.987
H 4.711 -1.370 -3.375
H 3.350 -2.445 -3.305
H 3.595 0.440 -2.402
H 2.947 -0.857 -1.489
H 1.673 0.981 -3.457
H -0.146 -0.753 -3.943
H 0.842 -1.910 -3.145
H 1.290 -0.594 -5.800
H 1.514 -2.303 -5.351
H 0.838 2.258 0.147
H 2.897 2.419 -2.099
H 3.132 1.709 -0.561
H 3.797 4.248 -0.858
H 3.130 3.664 0.650
H 2.047 5.875 -0.396
H 1.020 4.707 0.364
H 1.764 4.601 -2.587
H 0.291 5.394 -2.000
H 0.108 2.895 -2.746
H -0.679 3.427 -1.255
H -1.517 0.902 -0.798
H -1.342 -1.614 -0.753
H -1.383 -1.717 -2.428
H -3.727 -0.996 -0.676
H -3.518 -2.083 -1.951
H -4.164 0.848 -1.922
H -4.794 -0.355 -2.982
H -3.313 1.203 -4.305
H -2.558 -0.406 -4.266
H -2.013 2.102 -2.605
H -0.890 1.307 -3.680
F 2.166 2.194 8.456
C 1.709 1.491 7.396
C 0.902 2.088 6.443
F 0.647 3.420 6.541
C 0.475 1.394 5.319
F -0.232 2.104 4.437
C 0.867 0.047 5.053
O 0.406 -0.701 4.101
C 1.682 -0.477 6.053
F 2.050 -1.807 5.950
C 2.118 0.193 7.162
F 3.079 -0.375 7.926
I 3.256 1.161 2.393
```

## Properties
2S+1 = 4
⟨S²⟩ = 3.757
LUMO (spin up / spin down) = 4.1870 / 4.1867 eV
Total charge = -2

***

The following is a quantum chemistry calculation of a structure of composition C23H41ClInP2, from the Open Molecules 2025 dataset.

XYZ file:
```
68
Properties=species:S:1:pos:R:3
In -1.678 -0.890 0.014
C -2.784 -0.779 2.873
C -2.761 0.637 2.732
C -4.367 -0.179 1.293
C -3.780 -1.293 1.980
C -3.733 1.004 1.763
C -2.010 -1.581 3.853
H -1.011 -1.155 4.017
H -1.896 -2.623 3.521
H -2.529 -1.597 4.827
C -4.268 -2.689 1.919
H -3.569 -3.371 2.418
H -4.391 -3.028 0.882
H -5.244 -2.774 2.428
C -5.535 -0.247 0.389
H -6.471 -0.293 0.976
H -5.498 -1.129 -0.265
H -5.588 0.645 -0.248
C -4.097 2.387 1.367
H -4.857 2.795 2.053
H -4.517 2.411 0.352
H -3.223 3.050 1.403
C -1.914 1.573 3.503
H -2.453 1.967 4.385
H -1.622 2.437 2.885
H -1.004 1.073 3.870
C 3.949 -1.158 -1.534
C 4.232 -0.782 -0.276
C 5.038 0.429 0.081
C 4.869 1.642 -0.883
C 3.475 1.933 -1.337
C 2.944 1.546 -2.516
C 3.576 0.551 -3.447
C 4.489 -0.516 -2.774
H 6.114 0.162 0.106
H 5.547 1.511 -1.736
H 4.804 0.766 1.103
H 5.481 -0.083 -2.605
H 3.439 -2.104 -1.716
H 4.071 -1.488 0.549
H 4.631 -1.328 -3.515
H 2.794 0.023 -4.018
H 2.043 2.029 -2.912
H 4.178 1.094 -4.201
H 5.228 2.535 -0.339
H 2.937 2.618 -0.681
P 0.710 -1.528 -0.225
C 1.150 -3.226 -0.601
C 1.480 -0.786 1.243
P -0.588 0.793 -1.589
C 0.878 -0.375 -1.656
C -0.020 2.333 -0.810
C -1.224 1.127 -3.249
H 0.321 -3.697 -1.153
H 1.301 -3.771 0.342
H 2.065 -3.271 -1.204
H 2.506 -0.466 1.044
H 1.484 -1.547 2.037
H 0.911 0.083 1.601
H -0.374 1.267 -3.930
H -1.838 2.040 -3.220
H -1.848 0.285 -3.586
H 0.919 -0.899 -2.622
H 1.827 0.152 -1.519
H -0.778 3.108 -1.006
H 0.945 2.648 -1.225
H 0.074 2.207 0.279
Cl -2.938 -2.210 -1.491
```

## Properties
ΔE to the lowest compared entry with this formula, charge and spin = 0.000 eV
LUMO (spin up / spin down) = -3.9833 / -3.9494 eV
Total charge = +1

***

The following is a quantum chemistry calculation of a cluster of 2 separate species, C9H14N3S in total, from the Open Molecules 2025 dataset.

XYZ file:
```
27
Properties=species:S:1:pos:R:3
C -1.733 2.530 0.098
C -0.392 3.006 0.047
C -1.980 1.239 0.458
C 0.658 2.050 0.021
C -0.964 0.323 0.577
C 0.384 0.704 0.374
C 1.472 -0.238 0.187
C -0.127 -1.237 -2.228
C 0.811 -1.429 2.474
N -0.688 -0.010 -2.167
N 0.617 -2.525 3.210
N 0.987 -1.609 -2.932
S 1.566 -1.670 1.028
H -2.497 3.284 0.230
H -0.226 4.006 -0.145
H -3.001 0.899 0.703
H 1.687 2.158 -0.264
H -1.138 -0.788 0.491
H 2.380 0.054 -0.176
H -0.606 -1.993 -1.591
H 0.208 -0.499 2.595
H -0.355 0.743 -2.735
H -1.320 0.277 -1.338
H 1.303 -3.188 3.133
H 0.035 -2.478 3.997
H 1.192 -2.622 -2.800
H 1.726 -0.989 -3.248
```

## Properties
ΔE to the lowest compared entry with this formula, charge and spin = 1.407 eV
LUMO (spin up / spin down) = -3.2996 / -3.3011 eV
Total charge = +1

***

The following is a quantum chemistry calculation of an isolated molecule of C4H7NO2, from the Open Molecules 2025 dataset.

XYZ file:
```
14
Properties=species:S:1:pos:R:3
C 1.215 0.794 0.140
C 0.235 -0.371 0.336
C -0.237 -0.468 1.783
O -0.170 0.442 2.571
C -1.025 -0.300 -0.540
O -2.148 -0.306 -0.071
N -0.794 -0.282 -1.884
H 1.047 1.536 0.933
H 2.249 0.443 0.210
H 1.088 1.266 -0.839
H 0.714 -1.330 0.092
H -0.639 -1.453 2.080
H 0.129 -0.135 -2.258
H -1.584 -0.115 -2.489
```

## Properties
ΔE to the lowest compared entry with this formula, charge and spin = 0.589 eV
LUMO = 0.7197 eV
SMILES = C[C@@H](C=O)C(N)=O

***

The following is a quantum chemistry calculation of an isolated molecule of CH4P2S, from the Open Molecules 2025 dataset.

XYZ file:
```
8
Properties=species:S:1:pos:R:3
C 0.585 0.624 0.601
P -0.683 0.830 -0.558
P 1.454 -0.832 0.800
S -2.251 -0.275 -0.266
H -0.153 0.645 -1.809
H -1.121 2.072 -0.911
H 1.013 -1.154 2.129
H 1.155 -1.909 0.014
```

## Properties
ΔE to the lowest compared entry with this formula, charge and spin = 4.396 eV
LUMO (spin up / spin down) = -2.0640 / -2.0636 eV
SMILES = [PH2]#C[PH2]=S

***

The following is a quantum chemistry calculation of an isolated molecule of C4H5F4O2P, from the Open Molecules 2025 dataset.

XYZ file:
```
16
Properties=species:S:1:pos:R:3
C -0.246 -0.553 0.478
C 0.440 0.125 -0.822
C 0.376 1.563 0.878
C -0.043 -1.949 0.797
O 0.130 0.356 1.441
O 0.601 1.465 -0.441
F -1.612 -0.339 0.250
F 1.688 -0.398 -0.966
F -0.683 2.415 1.174
F 1.392 2.062 1.585
P -0.657 0.094 -2.395
H -0.904 -2.258 1.569
H 1.044 -2.119 1.251
H -0.120 -2.538 -0.202
H 0.176 1.062 -2.693
H -1.582 1.013 -1.902
```

## Properties
ΔE to the lowest compared entry with this formula, charge and spin = 0.000 eV
LUMO = 0.7834 eV
SMILES = C[C@@]1(F)OC(F)(F)O[C@]1(F)P

***

Number 1: electronic energy -82596.351 eV. Number 2: electronic energy -52758.945 eV. Number 3: electronic energy -11288.005 eV. Number 4: electronic energy -57991.089 eV. Number 5: electronic energy -30926.471 eV. Number 6: electronic energy -14016.766 eV. Number 7: electronic energy -115791.617 eV. Number 8: electronic energy -60782.368 eV. Number 9: electronic energy -24856.390 eV. Number 10: electronic energy -9846.691 eV. Number 11: electronic energy -30510.220 eV. Number 12: electronic energy -28481.909 eV.